[1]
{"formula": "C9H12IN2", "method": "ωB97M-V/def2-TZVPD", "elements": ["C", "C", "C", "C", "C", "C", "C", "C", "C", "N", "N", "I", "H", "H", "H", "H", "H", "H", "H", "H", "H", "H", "H", "H"], "positions_angstrom": [[-3.9094, 2.2145, 0.0025], [-3.4402, 1.1276, 0.7292], [-3.0212, 3.0382, -0.6746], [-2.0888, 0.8512, 0.7641], [-1.6658, 2.7784, -0.6296], [-1.1829, 1.6709, 0.0788], [0.2326, 1.3919, 0.0194], [2.1940, -2.9952, -0.1641], [2.8819, -0.7093, 0.2753], [0.8397, 0.3152, 0.3645], [2.7104, -1.7025, -0.5382], [3.9523, 0.9745, -0.2861], [-4.9682, 2.4192, -0.0312], [-4.1343, 0.4955, 1.2600], [-3.3914, 3.8831, -1.2329], [-1.7364, 0.0073, 1.3404], [-0.9752, 3.4218, -1.1573], [1.7714, -2.9631, 0.8393], [1.4302, -3.3143, -0.8749], [3.0055, -3.7297, -0.1815], [0.8546, 2.1588, -0.4346], [0.2444, -0.3924, 0.7882], [2.7322, -0.8561, 1.3375], [2.9188, -1.5813, -1.5246]], "forces_ev_per_angstrom": [[0.1360, 0.0474, -0.0446], [0.0152, -0.0178, -0.0331], [-0.1991, -0.0058, 0.0613], [0.1901, 0.1640, -0.0956], [0.1750, -0.2727, 0.1598], [-0.8432, 0.2255, -0.0051], [0.8323, -0.9301, -0.0035], [-0.1616, -0.8881, 0.1993], [0.0440, 0.3641, -0.4644], [-0.0455, 0.2711, 0.2053], [0.3276, 0.6608, -0.0200], [-0.0821, -0.2828, 0.0314], [-0.0937, 0.0340, -0.0037], [-0.0592, -0.0605, 0.0714], [-0.0235, 0.0961, -0.0599], [0.0115, -0.0725, 0.0466], [0.0714, 0.0297, -0.0222], [0.0213, 0.0521, -0.0779], [0.0125, 0.1120, 0.1021], [-0.1325, 0.1007, 0.0174], [0.0973, 0.1463, -0.0209], [-0.3511, 0.1110, -0.0824], [-0.0369, -0.0571, -0.1260], [0.0942, 0.1726, 0.1647]], "e_homo_ev": -12.4, "gap_ev": 8.79, "total_charge": 1, "relative_energy_kj_mol": 77.4, "largest_force_ev_per_a": 1.2, "e_lumo_ev": -3.64}

=====

[2]
{"formula": "C9H12IN2", "method": "ωB97M-V/def2-TZVPD", "elements": ["C", "C", "C", "C", "C", "C", "C", "C", "C", "N", "N", "I", "H", "H", "H", "H", "H", "H", "H", "H", "H", "H", "H", "H"], "positions_angstrom": [[0.9899, 1.9357, -2.5258], [1.9789, 0.9834, -2.2034], [-0.2034, 2.0643, -1.7445], [1.7896, 0.0376, -1.2061], [-0.2362, 1.3043, -0.5793], [0.7192, 0.2583, -0.3697], [-1.3209, 1.1481, 0.4472], [-0.9096, -0.0052, 1.2801], [1.0550, -1.5563, 1.3968], [0.2379, -0.4643, 0.7725], [-1.5566, -0.4286, 2.3794], [-2.5190, -3.2315, -0.5246], [1.2135, 2.6464, -3.3290], [2.9220, 0.9831, -2.7542], [-0.7917, 2.9300, -1.9738], [2.5301, -0.6637, -0.8620], [-1.4198, 2.0185, 0.9242], [-2.3249, 1.0398, -0.0976], [1.8833, -1.1920, 2.1626], [0.3297, -2.2779, 1.9343], [1.6700, -1.9991, 0.5997], [-1.2266, -1.1755, 2.9130], [-2.2325, -4.1144, 0.7888], [-2.5780, -0.2413, 2.5712]], "forces_ev_per_angstrom": [[0.0982, -0.3759, 0.7835], [-0.3568, 0.4585, -0.9445], [2.7630, -0.0333, 0.1273], [-0.0292, 0.4413, 1.6158], [0.2796, -1.6421, -1.0272], [-2.3476, 1.6821, -0.1987], [-1.3890, -2.1666, -3.4474], [0.3426, 0.0514, -0.3899], [0.3098, 0.2441, 1.4563], [0.8994, -1.3534, 1.8660], [-1.4749, 1.2225, -1.0783], [0.0668, 0.0471, 0.0787], [-0.3195, -0.3546, 0.2970], [-0.4113, -0.0686, 0.0340], [-0.8247, -0.0650, 0.1188], [0.3538, -0.2479, -0.5841], [-0.4564, 3.2806, 2.6665], [1.2187, -0.3676, 0.8960], [-2.0789, -0.2267, -1.3570], [1.4791, 0.9049, -1.1584], [-0.7768, -0.3455, 0.2789], [0.8257, -1.2610, 0.7707], [-0.0313, -0.0058, -0.0507], [1.8597, 0.1814, -0.7533]], "e_homo_ev": -12.4, "gap_ev": 9.07, "total_charge": 1, "relative_energy_kj_mol": 0.0, "largest_force_ev_per_a": 4.3, "e_lumo_ev": -3.31}

=====

[3]
{"formula": "C9H12MgN2O4", "method": "ωB97M-V/def2-TZVPD", "elements": ["O", "C", "Mg", "C", "C", "O", "O", "C", "N", "C", "C", "C", "N", "C", "C", "O", "H", "H", "H", "H", "H", "H", "H", "H", "H", "H", "H", "H"], "positions_angstrom": [[-0.0012, 2.2817, -6.4044], [-0.0011, 1.6553, -5.4647], [-0.0018, 0.1743, -2.8507], [1.6382, -0.7861, -3.4949], [-1.6448, -0.7839, -3.4938], [2.6578, -1.2916, -3.8084], [-2.6639, -1.2870, -3.8101], [-2.1778, 0.9694, 0.3721], [-0.8526, 0.8301, 1.0043], [-0.6428, 1.2128, 2.3983], [0.0622, 0.0803, 3.1182], [1.3515, -0.2391, 2.3900], [1.0572, -0.5378, 0.9731], [1.5757, -1.8024, 0.4104], [0.0906, 0.1422, 0.3397], [0.0241, 0.0987, -0.9984], [-2.9120, 1.3133, 1.1056], [-2.5071, -0.0021, 0.0146], [-2.1411, 1.6690, -0.4784], [0.0090, 2.0862, 2.4075], [-1.5766, 1.4701, 2.8756], [-0.5890, -0.8112, 3.1377], [0.2757, 0.3754, 4.1406], [1.8788, -1.0563, 2.8609], [1.9930, 0.6442, 2.4119], [2.6689, -1.8625, 0.5219], [1.1240, -2.6277, 0.9577], [1.3053, -1.9154, -0.6364]], "forces_ev_per_angstrom": [[0.0012, -1.1093, 1.5954], [-0.0018, 0.9233, -1.1346], [0.0100, 2.2490, 1.7910], [8.8459, -4.3326, -2.8919], [-8.7919, -4.2959, -2.8620], [-6.7543, 3.2641, 2.0772], [6.7128, 3.2295, 2.0787], [0.2993, 0.4689, -0.3690], [-0.0673, -0.0992, -0.8058], [0.6882, -0.2928, 0.2325], [-0.3731, -0.4428, 0.0978], [-0.4551, 0.5180, -0.0326], [0.0307, 0.0320, -0.5298], [0.4841, 0.3392, 0.1578], [-0.2759, -0.2211, -1.2057], [-0.2540, -0.3425, 1.4519], [0.3592, 0.0699, -0.1214], [-0.0724, -0.1132, -0.0565], [-0.1442, -0.1023, 0.4016], [-0.1484, 0.2182, 0.0831], [-0.2767, 0.0006, -0.1140], [0.2201, 0.3008, 0.1032], [0.0319, -0.0257, 0.1211], [0.0883, -0.3086, -0.1886], [0.1839, -0.1337, 0.0196], [-0.4019, 0.1164, -0.0729], [0.0149, -0.0691, 0.0844], [0.0468, 0.1587, 0.0896]], "e_homo_ev": -15.6, "gap_ev": 6.47, "total_charge": 2, "largest_force_ev_per_a": 10.3, "e_lumo_ev": -9.13}

=====

[4]
{"formula": "C9H12N16ReS", "method": "ωB97M-V/def2-TZVPD", "elements": ["Re", "N", "C", "N", "N", "N", "N", "C", "N", "N", "N", "N", "H", "C", "C", "N", "N", "C", "S", "N", "N", "H", "H", "H", "H", "H", "H", "N", "C", "C", "N", "C", "C", "N", "H", "H", "H", "H", "H"], "positions_angstrom": [[0.2207, -0.2301, 0.5933], [2.0966, 2.2361, -0.8947], [2.0011, 1.0506, -1.5119], [2.5443, 0.7446, -2.6609], [2.2272, -0.5356, -2.8805], [1.5427, -1.0680, -1.9647], [1.3383, -0.0432, -0.9832], [1.5508, 2.5192, 0.3179], [1.6784, 3.6371, 0.9806], [0.9704, 3.4491, 2.1149], [0.4207, 2.3029, 2.1484], [0.7582, 1.6470, 0.9758], [2.6405, 2.9620, -1.3487], [-1.6070, 0.5572, 5.5048], [-2.2266, 0.6116, 4.1642], [-3.3825, 1.1041, 3.8562], [-3.4918, 0.9798, 2.5063], [-2.4347, 0.4170, 1.9571], [-2.1099, 0.0544, 0.2981], [-1.6279, 0.1394, 2.9979], [-0.3287, -0.3631, 2.8051], [-2.3010, 0.9951, 6.2183], [-0.6829, 1.1390, 5.5234], [-1.3971, -0.4694, 5.8080], [-4.3236, 1.3251, 2.0431], [0.2979, 0.3044, 3.2731], [-0.2529, -1.2827, 3.2431], [-1.1474, -5.1306, -1.4991], [-0.3933, -4.4275, -0.6514], [-0.5987, -3.0432, -0.4387], [0.1956, -2.3729, 0.3868], [1.1942, -3.0224, 1.0232], [1.3519, -4.3830, 0.8229], [0.5745, -5.0733, 0.0095], [-1.8678, -4.7135, -2.0612], [-0.9454, -6.1105, -1.6227], [-1.3819, -2.5042, -0.9529], [1.8746, -2.4499, 1.6429], [2.1399, -4.9238, 1.3325]], "forces_ev_per_angstrom": [[0.0987, -0.5210, -0.1219], [0.1670, 0.7332, 0.1176], [0.0124, -0.8339, -0.3744], [-0.0094, 0.6609, 0.3487], [-0.2636, -0.8419, 0.1086], [0.0087, 0.4226, -0.0039], [-0.0810, 0.0426, -0.2095], [-0.0694, 0.1241, -0.3051], [-0.0048, 0.0034, 0.2662], [0.0250, 0.0009, -0.1601], [-0.0834, -0.1190, 0.1244], [0.1093, -0.1160, 0.3396], [0.0132, -0.0042, -0.0133], [-0.0151, 0.0162, 0.0069], [0.0044, -0.0517, 0.0394], [0.0191, 0.0165, 0.0559], [-0.0173, 0.0091, -0.1021], [-0.1843, -0.0198, 0.0195], [0.2528, -0.0379, 0.0990], [-0.0375, 0.0729, -0.0862], [-0.0928, 0.2892, -0.0696], [0.0068, -0.0035, 0.0040], [0.0061, 0.0001, 0.0102], [0.0068, -0.0073, -0.0037], [0.0022, -0.0013, -0.0140], [0.0956, -0.0059, -0.0531], [0.0011, -0.0275, -0.0072], [-0.0178, -0.0055, 0.0285], [0.0067, -0.0118, -0.0131], [-0.0354, -0.0092, -0.0299], [0.0770, 0.1697, 0.0100], [0.0018, 0.0839, -0.0078], [-0.0309, -0.0386, -0.0690], [0.0443, 0.0011, 0.0418], [0.0104, 0.0046, -0.0094], [0.0035, 0.0019, -0.0052], [-0.0011, 0.0118, 0.0111], [-0.0294, -0.0074, 0.0228], [0.0001, -0.0012, 0.0043]], "e_homo_ev": [-15.3, -15.2], "spin_multiplicity": 4, "gap_ev": [6.29, 5.86], "total_charge": 2, "relative_energy_kj_mol": 0.0, "largest_force_ev_per_a": 0.9, "e_lumo_ev": [-8.99, -9.37], "s_squared": 3.775}